36
Properties=species:S:1:pos:R:3:forces:R:3 method="wB97M-V/def2-TZVPD" e_lumo_ev=2.884 charge=-1 e_homo_ev=-4.1 de_lowest_kcal_mol=21.8 max_force_ev_per_a=1.8 e_tot_ha=-1115.60260 multiplicity=1
C -1.21438 4.46550 1.60035 0.8 -0.2 0.5
C 0.13880 3.86586 1.05909 -0.5 0.8 -0.7
C 0.10676 3.64071 -0.50522 1.5 -0.8 0.7
C 0.37660 2.14457 -0.87392 -1.2 0.3 -0.5
C -0.94411 1.30550 -0.64736 1.4 0.3 0.5
C -0.67153 -0.06984 0.05191 -0.8 0.3 -0.9
C -0.33624 -1.21709 -0.98455 0.0 1.1 1.0
B -0.80115 -2.66351 -0.33988 0.7 0.4 -1.6
S -2.49536 -3.11588 -1.14718 -0.9 -0.3 -0.2
C 0.30517 -3.87096 -0.50341 0.5 0.3 1.2
I 0.39600 -4.81653 -2.46628 0.0 0.1 0.1
C 1.76688 -3.48217 -0.12732 0.3 -0.9 0.3
C 1.95421 -3.26061 1.42192 -0.1 -0.4 -0.9
H -1.63417 3.76488 2.34491 -0.2 0.3 -0.5
H -1.92177 4.67974 0.78353 0.2 -0.3 0.4
H -1.04211 5.41370 2.14365 -0.1 -0.4 -0.3
H 0.40982 2.93598 1.58711 -0.2 0.3 -0.3
H 0.94932 4.59466 1.25037 -0.3 -0.4 0.1
H -0.85370 3.99919 -0.90761 0.4 -0.2 -0.1
H 0.95260 4.21698 -0.93220 -0.7 0.1 0.0
H 0.66035 2.09217 -1.94299 0.0 0.0 0.5
H 1.22784 1.72839 -0.30148 -0.4 0.3 -0.1
H -1.60600 1.95049 -0.02899 0.2 -0.5 -0.3
H -1.40730 1.17649 -1.64279 -0.1 -0.1 0.6
H -1.59928 -0.32082 0.60564 0.5 -0.1 -0.3
H 0.13072 0.03485 0.81268 -0.3 0.0 -0.4
H 0.75036 -1.12290 -1.19484 -0.5 -0.1 -0.2
H -0.91104 -0.93868 -1.89226 0.5 -0.4 0.3
H -1.04273 -2.49372 0.83237 -0.1 -0.3 0.2
H -2.27563 -3.20575 -2.49839 0.3 0.2 0.8
H 0.01078 -4.67537 0.20670 0.2 0.1 -0.8
H 2.40311 -4.36381 -0.36410 -0.2 0.6 0.0
H 2.18687 -2.65580 -0.72607 -0.5 -0.2 0.3
H 1.06478 -2.79891 1.87924 0.5 0.0 -0.2
H 2.86912 -2.66422 1.59918 -0.5 -0.2 0.1
H 2.09641 -4.27312 1.84822 -0.1 0.6 0.1


37
Properties=species:S:1:pos:R:3:forces:R:3 method="wB97M-V/def2-TZVPD" e_lumo_ev=-2.860 charge=+1 e_homo_ev=-12.0 de_lowest_kcal_mol=0.0 max_force_ev_per_a=0.9 e_tot_ha=-5652.12772 multiplicity=1
N 3.44195 -1.76084 -0.28675 -0.1 0.3 0.0
C 3.50065 -0.32349 -0.00208 0.0 -0.3 0.0
C 3.43996 0.63653 -1.20045 -0.1 0.0 -0.2
C 2.49988 1.83436 -1.03187 0.0 0.0 -0.1
C 1.08748 1.65421 -1.60672 0.2 -0.1 0.2
C 0.42292 0.30591 -1.35708 -0.3 -0.1 0.1
C -0.91445 0.15825 -2.10929 0.1 -0.1 0.2
C -1.95711 0.84115 -1.21775 0.3 0.1 0.0
N -1.26989 0.97655 0.14538 -0.8 0.2 -0.5
C -0.06045 0.11007 0.07282 0.1 -0.3 0.1
H 2.49347 -2.04742 -0.48851 0.0 -0.1 -0.1
H 3.99927 -1.98838 -1.09909 0.1 -0.1 0.0
H 2.68259 -0.10086 0.68252 0.0 0.0 0.1
H 4.41904 -0.14699 0.55205 0.0 0.1 0.1
H 3.15412 0.07133 -2.09093 0.0 0.0 -0.1
H 4.43705 1.01717 -1.40981 0.1 0.0 0.0
H 2.43422 2.11799 0.01944 0.1 0.0 0.1
H 2.93865 2.68378 -1.55071 0.0 0.2 0.1
H 0.45629 2.44193 -1.18480 -0.1 0.2 -0.2
H 1.11612 1.82404 -2.68095 0.0 0.0 -0.1
H 1.07251 -0.52746 -1.61547 0.2 0.1 -0.1
H -1.14569 -0.89967 -2.20234 -0.1 -0.1 -0.2
H -0.88100 0.60298 -3.09696 0.0 0.0 -0.1
H -2.86624 0.26879 -1.07831 -0.1 0.0 0.0
H -2.20500 1.83390 -1.57389 -0.1 0.1 0.1
H -1.93281 0.72916 0.89657 0.2 0.0 0.1
H -1.04019 1.95833 0.27654 0.3 0.0 0.2
H 0.63599 0.31753 0.87795 0.0 0.3 0.0
H -0.41839 -0.91164 0.18862 0.0 -0.1 0.1
Br -3.38584 0.46998 2.75068 0.1 -0.1 -0.1
C -3.01097 -1.44918 2.90391 0.0 0.0 0.0
C -4.26635 -2.22598 3.20033 -0.1 0.0 0.2
Br -4.86885 -1.92695 5.01568 0.0 0.0 0.0
H -2.27345 -1.54411 3.69371 0.0 0.0 0.0
H -2.57934 -1.76011 1.95412 0.0 0.0 0.0
H -4.07050 -3.29172 3.10876 0.0 0.0 0.0
H -5.08562 -1.94914 2.54468 0.0 0.0 -0.1


41
Properties=species:S:1:pos:R:3:forces:R:3 method="wB97M-V/def2-TZVPD" e_lumo_ev=0.551 charge=0 smiles="CC(=O)OCC[PH2](F)CC(=O)Br.CCO.CCO" e_homo_ev=-10.4 max_force_ev_per_a=0.9 e_tot_ha=-3786.24175 multiplicity=1
C 4.70960 0.04910 0.20672 0.0 -0.2 0.2
C 3.87453 -0.72108 -0.77475 0.2 -0.1 -0.4
O 3.98126 -0.61672 -1.96755 -0.3 0.1 0.2
O 2.99721 -1.57782 -0.18831 -0.3 0.8 0.3
C 1.66138 -1.58934 -0.73105 0.2 -0.8 -0.1
C 0.65213 -1.09499 0.30579 -0.2 -0.3 -0.4
P -0.26972 0.41945 -0.13647 -0.1 0.1 0.4
F -1.74164 -0.38210 0.14507 -0.1 0.0 -0.1
C 1.31992 1.45518 -0.47099 0.0 0.3 -0.4
C 0.94848 2.83217 -0.87253 0.2 0.5 0.4
O 1.02001 3.81641 -0.20594 -0.1 -0.3 -0.2
Br 0.26078 2.97275 -2.70634 0.0 0.0 0.0
H 5.01482 0.99027 -0.24119 0.1 0.0 -0.1
H 5.59795 -0.53691 0.44700 0.0 0.0 0.0
H 4.16870 0.22634 1.13392 0.0 0.0 0.0
H 1.62988 -1.05523 -1.67910 0.1 0.1 0.0
H 1.42875 -2.63041 -0.94617 0.0 0.0 -0.1
H -0.09743 -1.87185 0.42991 0.0 0.0 0.2
H 1.13170 -0.95559 1.27464 0.1 0.2 0.0
H -0.61384 1.28613 0.89975 0.0 0.0 0.0
H -0.74738 0.70448 -1.41656 0.1 -0.2 -0.1
H 1.91170 1.04457 -1.29128 0.0 -0.2 0.1
H 1.91937 1.55619 0.43498 0.0 -0.2 0.1
C -3.02558 -4.89894 -1.04431 0.0 0.0 -0.1
C -1.52728 -4.73902 -0.87365 -0.1 0.1 0.0
O -1.02872 -3.60661 -1.58465 0.1 0.0 0.1
H -3.27755 -4.99765 -2.10031 0.0 0.0 0.0
H -3.38844 -5.77977 -0.51309 0.0 0.0 0.0
H -3.55296 -4.02353 -0.65877 0.0 0.0 0.1
H -1.00020 -5.60390 -1.27314 0.1 0.0 0.0
H -1.27345 -4.64685 0.18843 0.0 -0.1 0.0
H -1.48068 -2.82776 -1.23906 -0.1 0.0 -0.1
C -2.69427 4.74087 2.48660 0.0 0.0 -0.1
C -2.37300 3.42063 1.81200 0.1 0.1 0.0
O -1.84622 3.60613 0.50247 -0.1 -0.1 0.0
H -3.40918 5.30577 1.88823 0.0 0.0 0.0
H -3.11582 4.58206 3.48020 0.0 0.0 0.0
H -1.79386 5.35082 2.58850 0.0 0.0 0.1
H -3.27356 2.81923 1.69685 0.0 0.0 0.0
H -1.65943 2.84997 2.42012 -0.1 0.0 0.1
H -1.03799 4.12756 0.57402 0.0 0.0 -0.1